1.
# C7H16O2

2 unconnected molecules or ions with the total composition C7H16O2 at a distorted geometry (the ωB97M-V functional and the def2-TZVPD basis, OMol25).

Atoms and positions in Å:
C: -1.13833 -1.40020 0.68262
C: 0.05163 -1.01419 1.52016
C: -0.25472 -0.39013 2.85049
C: 1.28917 -1.50378 1.25108
O: 1.68927 -2.00292 0.09396
H: -1.56566 -2.34877 1.02156
H: -1.92358 -0.64610 0.75474
H: -0.87237 -1.52226 -0.36585
H: -0.76956 0.56733 2.71894
H: 0.65369 -0.21517 3.42597
H: -0.91679 -1.02762 3.44119
H: 2.10020 -1.29889 1.95297
H: 1.32195 -1.32778 -0.76357
C: 0.19041 1.60752 -0.23871
C: 0.39396 1.23808 -1.65546
C: -0.82113 1.34024 -2.54679
O: 0.86662 -0.37130 -1.73682
H: 0.67787 0.85078 0.44162
H: -0.84686 1.52237 0.07848
H: 0.58716 2.59192 -0.00848
H: 1.26732 1.72572 -2.09784
H: -1.12411 2.38648 -2.63601
H: -0.61377 0.94567 -3.54107
H: -1.64941 0.78026 -2.11707
H: 1.40704 -0.48727 -2.52611

The HOMO energy is -7.51 eV. As for the SMILES: CC(C)=CO.CC(C)O. The value obtained for the frontier orbital gap is 8.07 eV. The value obtained for the relative energy (zero: lowest compared OMol25 entry of this formula, charge and spin) is 58.3 kcal per mole. As for the charge: 0.

Calculated atomic charges, method Löwdin, unit e: -0.07, -0.39, -0.09, -0.25, -0.09, 0.09, 0.07, 0.06, 0.07, 0.07, 0.08, 0.12, 0.11, -0.06, -0.29, -0.06, -0.11, 0.09, 0.08, 0.09, 0.13, 0.09, 0.08, 0.08, 0.09

=====

2.
# C7H16O3

2 unconnected molecules or ions with the total composition C7H16O3 (the ωB97M-V functional and the def2-TZVPD basis, OMol25).

Atoms and positions in Å:
C: -1.80220 -1.21697 1.28435
C: -0.38168 -1.27967 0.73377
C: 0.63280 -0.63435 1.69108
C: 2.04374 -0.68338 1.10287
O: 0.27462 0.68438 2.03455
H: -2.03078 -0.21062 1.60860
H: -1.89796 -1.87098 2.15046
H: -2.52526 -1.53138 0.53074
H: -0.09322 -2.32131 0.57173
H: -0.34250 -0.77320 -0.22945
H: 0.60968 -1.18616 2.64052
H: 2.10243 -0.04550 0.22612
H: 2.76062 -0.32238 1.83412
H: 2.30940 -1.69992 0.82439
H: 0.50374 1.26232 1.29031
C: 1.13749 0.31632 -2.71435
O: -0.17358 0.65100 -2.27551
C: -0.28210 1.40646 -1.17994
C: -1.71618 1.67490 -0.82860
O: 0.66956 1.82338 -0.56406
H: 1.47054 -0.59650 -2.21597
H: 1.07538 0.15271 -3.78773
H: 1.83142 1.12797 -2.48786
H: -2.35912 0.90712 -1.24557
H: -1.81880 1.72692 0.25138
H: -1.99808 2.63886 -1.24584

The HOMO energy is -9.79 eV. As for the SMILES: CC[C@@H](C)O.COC(C)=O. The value obtained for the frontier orbital gap is 10.63 eV. The value obtained for the relative energy (zero: lowest compared OMol25 entry of this formula, charge and spin) is 0.0 kcal per mole. As for the charge: 0.

Calculated atomic charges, method Löwdin, unit e: -0.10, -0.21, -0.45, -0.04, -0.05, 0.06, 0.07, 0.07, 0.12, 0.08, 0.14, 0.06, 0.08, 0.08, 0.05, -0.04, -0.04, -0.56, 0.04, 0.08, 0.09, 0.09, 0.10, 0.09, 0.08, 0.10

=====

3.
# C7H16O3

4 unconnected molecules or ions with the total composition C7H16O3 at a distorted geometry (the ωB97M-V functional and the def2-TZVPD basis, OMol25).

Atoms and positions in Å:
C: 1.89011 2.29598 1.77262
C: 0.82678 2.29187 0.93969
C: 0.62739 1.24870 -0.15276
C: 1.64677 0.54662 -0.65978
C: -0.77172 1.01206 -0.41051
C: -1.26383 1.06057 -1.67490
C: -1.76015 0.56651 0.62086
H: 1.80328 3.15611 2.43562
H: 2.66663 1.76072 1.56063
H: -0.10097 2.95733 1.12208
H: 2.60173 1.03544 -0.56936
H: 1.49905 -0.04530 -1.62796
H: -0.63229 1.26950 -2.55625
H: -2.33739 0.76423 -1.81607
H: -2.28276 -0.34098 0.19775
H: -2.58805 1.22319 0.70089
H: -1.03802 0.34455 1.51324
O: -1.30123 -2.24855 -1.33580
H: -0.34582 -1.99537 -1.36252
H: -1.44930 -2.80865 -2.00240
O: 1.53226 -2.72860 -0.42351
H: 0.90136 -2.41206 0.10416
H: 2.01626 -3.36134 0.05364
O: -0.45282 -2.09286 1.15966
H: -1.19132 -2.06223 0.61373
H: -0.49599 -1.43745 1.79726

The HOMO energy is -8.77 eV. As for the SMILES: C=CC(=C)C(=C)C.O.O.O. The value obtained for the frontier orbital gap is 9.45 eV. The value obtained for the relative energy (zero: lowest compared OMol25 entry of this formula, charge and spin) is 95.4 kcal per mole. As for the charge: 0.

Calculated atomic charges, method Löwdin, unit e: 0.04, -0.11, -0.32, 0.07, -0.39, 0.05, -0.07, 0.06, -0.01, 0.13, 0.06, 0.10, 0.07, 0.09, 0.08, 0.07, 0.11, 0.00, 0.06, -0.02, 0.00, -0.11, 0.03, 0.00, -0.02, 0.01

=====

4.
# C7H16O4P

2 unconnected molecules or ions with the total composition C7H16O4P at a distorted geometry (the ωB97M-V functional and the def2-TZVPD basis, OMol25).

Atoms and positions in Å:
C: -1.59748 -1.64763 -1.86373
C: 0.75246 -0.82068 -1.60530
C: 0.02794 2.54785 -1.38024
C: -1.17358 2.44618 0.83295
C: -0.71155 -0.40587 -1.78626
C: -0.79247 1.72659 -0.42666
C: -1.12541 0.45810 -0.62806
O: 2.38231 -1.87682 4.28657
O: -0.17345 -2.02943 3.78826
O: 2.80892 -0.65471 2.03109
O: 1.43857 -1.00134 2.10033
P: 1.23357 -2.10730 3.35710
H: -1.46949 -2.24660 -0.96513
H: -1.33091 -2.25705 -2.72669
H: -2.64798 -1.37046 -1.95072
H: 1.03422 -1.57178 -2.34363
H: 1.41171 0.03703 -1.71149
H: 0.89784 -1.22959 -0.60827
H: 1.06893 2.55146 -1.05460
H: -0.32072 3.58046 -1.39178
H: -0.00933 2.15025 -2.39115
H: -0.27136 2.75904 1.35770
H: -1.74262 1.80229 1.49567
H: -1.76093 3.33942 0.61040
H: -0.81066 0.15044 -2.72856
H: 1.47285 -3.28529 2.63099
H: -1.67658 -0.05628 0.14615
H: 3.08522 -0.98827 2.92505

The HOMO energy is -5.40 eV. The value obtained for the frontier orbital gap is 8.58 eV. The value obtained for the relative energy (zero: lowest compared OMol25 entry of this formula, charge and spin) is 0.0 kcal per mole. As for the charge: -1.

Calculated atomic charges, method Löwdin, unit e: -0.09, -0.06, -0.07, -0.07, -0.43, -0.35, -0.07, -0.41, -0.40, -0.15, -0.34, 0.25, 0.08, 0.07, 0.07, 0.07, 0.07, 0.08, 0.09, 0.07, 0.06, 0.08, 0.08, 0.07, 0.12, 0.02, 0.12, 0.03

=====

5.
# C7H17BN3O2

A gas-phase ion, C7H17BN3O2 (charge +1) at a distorted geometry (the ωB97M-V functional and the def2-TZVPD basis, OMol25).

Atoms and positions in Å:
B: 1.57762 -1.09350 -0.36628
C: 3.03143 0.89256 -0.18038
C: 0.69667 1.64796 0.24019
C: -0.08940 0.67410 -0.65616
C: 4.07248 -1.17095 0.34348
C: -2.56779 1.17234 -0.27436
C: -1.59173 -0.28943 1.19074
C: -1.91051 -0.97293 -1.17597
N: 2.07278 1.83765 -0.16477
N: 2.70821 -0.47154 0.06856
N: -1.48583 0.09701 -0.25528
O: 4.18103 1.20428 -0.35704
O: 1.14778 -2.30789 -0.32482
H: 0.46050 2.72148 0.45087
H: 0.65577 1.30360 1.33128
H: -0.35028 0.86431 -1.72740
H: 3.83354 -2.17411 0.69141
H: 4.50577 -1.38287 -0.55227
H: 4.71025 -0.38606 1.00362
H: -3.43113 0.64307 -0.07990
H: -2.26536 2.05197 0.25871
H: -2.58824 1.61196 -1.36889
H: -2.55578 -0.63967 1.35861
H: -0.92186 -1.21870 1.29900
H: -1.19923 0.61302 1.87976
H: -2.90361 -1.10825 -0.92459
H: -1.70275 -0.76876 -2.12705
H: -1.25023 -1.81227 -1.04836
H: 2.26625 2.72022 -0.65289
H: 1.71577 -2.97789 0.14449

The HOMO energy is -12.67 eV. The value obtained for the frontier orbital gap is 9.71 eV. The value obtained for the relative energy (zero: lowest compared OMol25 entry of this formula, charge and spin) is 91.9 kcal per mole. As for the charge: +1.

Calculated atomic charges, method Löwdin, unit e: -0.38, -0.53, -0.22, -0.02, 0.05, 0.01, 0.00, 0.02, 0.07, 0.10, -0.38, 0.09, 0.22, 0.13, 0.13, 0.12, 0.08, 0.05, 0.17, 0.07, 0.10, 0.16, 0.07, 0.13, 0.16, 0.09, 0.07, 0.10, 0.17, 0.17

=====

6.
# C7H17BrSi

2 unconnected molecules or ions with the total composition C7H17BrSi at a distorted geometry (the ωB97M-V functional and the def2-TZVPD basis, OMol25).

Atoms and positions in Å:
C: 0.38763 -0.99338 1.81072
C: -1.31696 -2.31254 0.53340
C: 1.32404 2.20698 -0.31432
C: -1.08356 2.31060 -1.00560
C: 1.44243 -1.34628 -1.79472
C: -0.66153 -0.93747 0.69390
C: 0.25150 1.59373 -1.22060
Si: 0.11153 -0.29460 -0.93306
Br: -2.72909 -0.65345 4.69239
H: 0.83482 -0.01870 1.99067
H: -0.09193 -1.31421 2.73304
H: 1.17931 -1.70027 1.57156
H: -1.77032 -2.60356 1.47877
H: -0.58328 -3.06747 0.26004
H: -2.09446 -2.29291 -0.22615
H: 1.46235 3.25706 -0.56562
H: 1.02535 2.15038 0.72901
H: 2.28011 1.70208 -0.42892
H: -0.96667 3.37892 -1.17296
H: -1.44173 2.16967 0.01217
H: -1.84110 1.93966 -1.69166
H: 2.33025 -1.43868 -1.17207
H: 1.08378 -2.35237 -1.99903
H: 1.74774 -0.90389 -2.73963
H: -1.44308 -0.24141 1.01775
H: 0.56290 1.76211 -2.25907

The HOMO energy (alpha / beta) is -6.06 / -6.06 eV. The value obtained for the frontier orbital gap (alpha / beta) is 2.76 / 2.76 eV. The value obtained for the relative energy (zero: lowest compared OMol25 entry of this formula, charge and spin) is 40.9 kcal per mole. As for the charge: 0.

Calculated atomic charges, method Löwdin, unit e: -0.10, -0.12, -0.10, -0.12, -0.15, -0.47, -0.49, 1.14, -0.86, 0.07, 0.06, 0.08, 0.09, 0.07, 0.07, 0.09, 0.08, 0.08, 0.09, 0.08, 0.08, 0.05, 0.04, 0.03, 0.10, 0.10

=====

| no. | electronic energy (eV) |
| --- | --- |
| 1 | -11611.72216 |
| 2 | -13661.28629 |
| 3 | -13657.14766 |
| 4 | -24998.66082 |
| 5 | -16768.08013 |
| 6 | -85452.54953 |